Record 1
Entry from the OMol25 dataset: 2 unconnected molecules or ions with the total composition C5H10O in a non-equilibrium geometry (ωB97M-V with the def2-TZVPD basis set).

Each line ends with the natural charge from an NBO analysis.
Cartesian coordinates (Å):
C: 1.47 -0.91 1.29  -0.3979
C: 0.77 -0.65 0.20  -0.2130
C: -0.41 0.23 0.04  -0.2307
C: -1.70 -0.09 0.07  -0.1655
C: -2.82 0.93 0.09  -0.6481
H: 2.43 -1.39 1.32  0.1942
H: 1.12 -0.81 2.31  0.1969
H: 1.09 -0.99 -0.79  0.2149
H: -0.05 1.18 -0.37  0.1935
H: -1.93 -1.07 0.47  0.1957
H: -2.94 1.52 -0.81  0.2187
H: -2.55 1.59 0.91  0.2220
H: -3.78 0.46 0.33  0.2164
O: 3.30 -0.25 -1.92  -0.9344
H: 3.29 -0.19 -0.96  0.4711
H: 2.69 0.44 -2.19  0.4661

Summary:
E_tot: -271.67763 Ha
Structure (SMILES): C=C/C=C/C.O
Molecular weight: 86.13 Da
Net charge: 0

Record 2
Entry from the OMol25 dataset: a single C5H10O molecule (ωB97M-V with the def2-TZVPD basis set).

Each line ends with the natural charge from an NBO analysis.
Cartesian coordinates (Å):
C: 2.18 0.56 0.81  -0.5627
C: 1.64 -0.66 0.69  0.1677
O: 0.49 -1.04 0.09  -0.5093
C: -0.35 -0.07 -0.54  0.0921
C: -1.40 -0.91 -1.25  -0.6137
C: -1.01 0.88 0.46  -0.6387
H: 1.73 1.45 0.39  0.1986
H: 3.10 0.66 1.36  0.2152
H: 2.12 -1.53 1.12  0.1857
H: 0.24 0.50 -1.26  0.1742
H: -2.11 -0.28 -1.80  0.2099
H: -1.96 -1.49 -0.50  0.2123
H: -0.93 -1.60 -1.95  0.2198
H: -0.29 1.52 0.99  0.2209
H: -1.71 1.53 -0.07  0.2143
H: -1.57 0.31 1.21  0.2137

Summary:
E_tot: -271.71723 Ha
Structure (SMILES): C=COC(C)C
Molecular weight: 86.13 Da
Net charge: 0

Record 3
Entry from the OMol25 dataset: 2 unconnected molecules or ions with the total composition C5H10O in a non-equilibrium geometry (ωB97M-V with the def2-TZVPD basis set).

Each line ends with the natural charge from an NBO analysis.
Cartesian coordinates (Å):
O: -1.20 -0.68 1.78  -0.2128
C: -1.14 0.16 -0.52  -0.3672
C: -0.22 -1.06 -0.68  -0.4142
C: 0.84 -0.85 0.41  -0.3634
C: 1.12 0.65 0.35  -0.4134
C: -0.19 1.31 -0.16  -0.4155
H: -1.85 -0.02 0.34  0.2403
H: -1.78 0.35 -1.39  0.2202
H: -0.74 -2.02 -0.62  0.2215
H: 0.27 -1.00 -1.66  0.1986
H: 1.73 -1.48 0.30  0.2203
H: 0.41 -1.11 1.42  0.2400
H: 1.45 1.06 1.31  0.2168
H: 1.92 0.82 -0.37  0.2048
H: -0.63 1.98 0.58  0.2172
H: 0.01 1.91 -1.06  0.2070

Summary:
E_tot: -271.54614 Ha
Molecular weight: 86.13 Da
Net charge: 0

Record 4
Entry from the OMol25 dataset: a single C5H10O molecule (ωB97M-V with the def2-TZVPD basis set).

Each line ends with the natural charge from an NBO analysis.
Cartesian coordinates (Å):
C: 0.78 0.31 1.83  -0.6093
C: -0.02 1.19 0.87  -0.3914
C: -0.82 0.40 -0.17  -0.4310
C: 0.05 -0.24 -1.23  0.0552
C: -0.16 -1.61 -1.71  -0.1096
O: -0.58 -0.50 -2.48  -0.4932
H: 1.47 -0.35 1.29  0.2014
H: 0.11 -0.32 2.43  0.2027
H: 1.37 0.92 2.52  0.2114
H: 0.67 1.86 0.34  0.1954
H: -0.70 1.83 1.44  0.2054
H: -1.51 1.08 -0.69  0.2251
H: -1.45 -0.35 0.32  0.2031
H: 1.06 0.18 -1.34  0.1776
H: 0.67 -2.19 -2.14  0.1802
H: -0.96 -2.20 -1.27  0.1770

Summary:
E_tot: -271.70299 Ha
Structure (SMILES): CCC[C@H]1CO1
Molecular weight: 86.13 Da
Net charge: 0

Record 5
Entry from the OMol25 dataset: a single C5H10O molecule (ωB97M-V with the def2-TZVPD basis set).

Each line ends with the natural charge from an NBO analysis.
Cartesian coordinates (Å):
C: 1.98 1.25 0.69  -0.6089
C: 0.96 0.65 -0.28  -0.4333
C: -1.22 -0.90 -1.16  0.2721
C: -1.82 -2.15 -0.55  -0.7646
C: -0.44 0.98 0.19  -0.0498
O: -1.42 0.00 -0.21  -0.5251
H: 1.88 0.79 1.68  0.2038
H: 1.83 2.33 0.81  0.2042
H: 3.01 1.10 0.35  0.2184
H: 1.02 -0.44 -0.30  0.2133
H: 1.09 0.99 -1.31  0.2181
H: -2.54 -2.69 -1.17  0.2331
H: -0.91 -2.78 -0.44  0.2429
H: -2.20 -1.98 0.46  0.2032
H: -0.74 2.01 -0.04  0.1908
H: -0.48 0.85 1.27  0.1818

Summary:
E_tot: -271.62538 Ha
Molecular weight: 86.13 Da
Net charge: 0

Record 6
Entry from the OMol25 dataset: a single C5H10O molecule in a non-equilibrium geometry (ωB97M-V with the def2-TZVPD basis set).

Each line ends with the natural charge from an NBO analysis.
Cartesian coordinates (Å):
O: 0.04 -2.33 0.18  -0.6942
C: -0.61 -1.74 -0.88  -0.1070
C: -0.32 0.09 -1.12  -0.4375
C: -0.30 0.62 0.26  -0.2533
C: 0.48 1.83 0.66  -0.4228
C: 0.95 0.46 1.08  -0.4192
H: -0.42 -2.07 0.99  0.4673
H: -1.69 -1.79 -0.81  0.1667
H: -0.07 -1.41 -1.73  0.2379
H: -1.15 0.44 -1.75  0.2067
H: 0.61 0.39 -1.67  0.1960
H: -1.25 0.45 0.76  0.2047
H: 1.04 2.36 -0.10  0.2107
H: 0.03 2.47 1.42  0.2142
H: 1.82 0.05 0.59  0.2182
H: 0.85 0.18 2.12  0.2114

Summary:
E_tot: -271.61406 Ha
Structure (SMILES): OCCC1CC1
Molecular weight: 86.13 Da
Net charge: 0

Record 7
Entry from the OMol25 dataset: a single C5H10O molecule (ωB97M-V with the def2-TZVPD basis set).

Each line ends with the natural charge from an NBO analysis.
Cartesian coordinates (Å):
C: 2.04 -0.26 -0.27  -0.6122
C: 0.73 -0.43 0.50  -0.3832
C: -0.53 -0.01 -0.28  -0.3388
C: -1.82 -0.53 0.37  -0.6040
C: -0.63 1.50 -0.44  0.4554
O: 0.30 2.25 -0.63  -0.5215
H: 2.20 0.79 -0.52  0.2332
H: 2.88 -0.61 0.33  0.2077
H: 2.03 -0.84 -1.20  0.1972
H: 0.60 -1.49 0.77  0.2013
H: 0.76 0.13 1.44  0.2020
H: -0.47 -0.41 -1.30  0.2244
H: -1.92 -0.16 1.39  0.2080
H: -2.70 -0.23 -0.19  0.2115
H: -1.81 -1.63 0.41  0.2177
H: -1.66 1.91 -0.38  0.1013

Summary:
E_tot: -271.73827 Ha
Structure (SMILES): CC[C@@H](C)C=O
Molecular weight: 86.13 Da
Net charge: 0

Record 8
Entry from the OMol25 dataset: 3 unconnected molecules or ions with the total composition C5H10O in a non-equilibrium geometry (ωB97M-V with the def2-TZVPD basis set).

Each line ends with the natural charge from an NBO analysis.
Cartesian coordinates (Å):
C: 2.90 0.07 0.31  -0.6334
C: 1.65 -0.45 -0.45  -0.4328
C: 0.47 0.23 0.24  -0.0699
C: -1.83 0.61 -0.16  0.1010
C: -3.07 -0.35 0.31  -0.5764
H: 2.77 -0.28 1.46  0.2130
H: 3.01 1.26 0.40  0.2086
H: 3.85 -0.20 -0.26  0.2281
H: 1.58 -0.07 -1.59  0.2093
H: 1.55 -1.60 -0.41  0.2231
H: 0.52 0.05 1.39  0.1779
H: 0.62 1.39 0.12  0.1740
H: -1.52 2.06 -0.49  0.2231
H: -3.96 0.47 0.05  0.2208
H: -3.10 -1.86 0.68  0.2948
O: -0.75 -0.24 -0.35  -0.5612

Summary:
E_tot: -271.43273 Ha
Molecular weight: 86.13 Da
Net charge: 0

The following relative energy (zero: lowest compared OMol25 entry of this formula, charge and spin) values (in kcal/mol) correspond, in order, to the records above: 47.1; 22.2; 129.6; 31.1; 79.8; 86.9; 9.0; 200.7.